(1)
Computed, not measured: 7 unconnected molecules or ions with the total composition C26H44N2O15 at a distorted geometry, with ωB97M-V/def2-TZVPD.

Summary:
energy relative to the best compared isomer or geometry (same formula, charge and spin) = 30.1 kcal per mole
orbital gap = 10.22 eV

Each line ends with the Mulliken charge.
CARTESIAN COORDINATES (ANGSTROEM)
C 3.85 1.63 -2.49  -1.086
C 3.18 0.49 -3.28  0.486
C 1.99 -0.35 -2.61  -0.007
O 0.99 -0.15 -3.59  -0.338
C 1.31 0.65 -4.52  0.654
O 0.52 1.07 -5.34  -0.626
O 2.55 1.04 -4.42  -0.390
H 4.52 1.26 -1.75  0.360
H 3.07 2.21 -2.01  -0.044
H 4.29 2.37 -3.08  0.459
H 3.92 -0.22 -3.70  0.338
H 1.38 0.01 -1.76  -0.174
H 2.19 -1.35 -2.60  0.445
C 0.89 -7.33 0.41  -1.517
C 0.91 -5.90 0.70  0.504
C 2.11 -5.23 1.39  -0.378
O 2.45 -4.22 0.49  -0.228
C 1.68 -4.22 -0.54  0.649
O 1.82 -3.40 -1.43  -0.601
O 0.88 -5.23 -0.54  -0.326
H 1.89 -7.72 0.06  0.326
H 0.04 -7.66 -0.22  0.333
H 0.68 -7.92 1.36  0.385
H 0.03 -5.67 1.27  0.252
H 2.94 -5.90 1.49  0.352
H 1.73 -4.81 2.32  0.263
C -4.49 -1.57 -0.66  -1.481
C -5.46 -0.40 -1.04  1.131
C -5.57 -0.22 -2.53  -0.295
O -6.87 -0.61 -2.75  -0.321
C -7.51 -0.78 -1.63  0.673
O -8.72 -1.03 -1.53  -0.637
O -6.75 -0.68 -0.62  -0.324
H -4.45 -1.66 0.42  0.362
H -3.53 -1.55 -1.18  0.346
H -5.00 -2.44 -1.02  0.433
H -5.10 0.53 -0.49  -0.426
H -4.92 -0.86 -3.20  0.241
H -5.46 0.84 -2.86  0.276
C -0.14 3.01 -2.28  -0.805
O 0.78 2.73 -1.23  0.269
C 1.30 3.68 -0.50  0.380
O 1.38 5.00 -0.98  -0.698
O 1.95 3.27 0.57  0.123
C 2.32 4.24 1.60  -1.045
H 0.13 3.72 -3.08  0.310
H -1.03 3.46 -1.92  0.285
H -0.38 2.03 -2.84  0.243
H 2.96 4.94 1.11  0.382
H 2.82 3.90 2.47  0.355
H 1.47 4.76 1.98  0.318
C 0.21 2.04 2.93  -0.029
O -0.24 0.69 3.02  -0.428
C -0.40 -0.01 1.88  0.654
O -0.18 0.48 0.62  -0.404
O -0.72 -1.35 2.02  -0.449
C -0.67 -2.07 0.81  0.456
H -0.09 2.47 2.01  -0.116
H 1.34 2.06 3.02  -0.093
H -0.03 2.71 3.75  0.388
H -1.39 -1.75 -0.06  -0.161
H -0.93 -3.19 0.98  0.083
H 0.40 -2.07 0.58  -0.284
C -3.23 1.87 1.61  -0.617
C -3.59 3.12 0.89  -0.239
C -2.45 4.05 0.50  0.491
C -1.83 4.98 1.53  0.059
N -1.28 5.73 2.28  -0.551
H -2.47 1.35 1.10  -0.117
H -4.07 1.14 1.69  0.390
H -2.77 2.09 2.58  0.406
H -4.25 3.76 1.44  0.388
H -4.06 2.74 -0.05  0.087
H -2.82 4.65 -0.33  0.616
H -1.71 3.49 0.01  -0.791
C 4.51 -1.83 2.14  -1.418
C 3.26 -1.09 1.56  -0.048
C 3.41 0.55 1.53  1.440
C 3.88 1.10 2.84  0.015
N 4.15 1.59 3.88  -0.614
H 4.74 -1.61 3.16  0.414
H 5.48 -1.60 1.64  0.353
H 4.46 -2.95 2.10  0.250
H 2.54 -1.41 2.24  0.222
H 2.83 -1.38 0.64  0.095
H 2.40 0.89 1.34  -0.789
H 4.00 0.96 0.76  0.153

(2)
Computed, not measured: 6 unconnected molecules or ions with the total composition C26H45Br11F5N2OS, with ωB97M-V/def2-TZVPD.

Summary:
orbital gap = 7.63 eV
charge = +1

Each line ends with the Mulliken charge.
CARTESIAN COORDINATES (ANGSTROEM)
C -2.05 -3.66 1.65  -1.227
C -1.08 -3.78 0.50  0.547
O -1.35 -4.38 -0.50  -0.526
N 0.15 -3.08 0.67  0.010
C 0.79 -2.64 -0.58  -0.428
C 0.07 -1.43 -1.16  -0.928
C 0.31 -0.14 -0.37  -0.332
C -0.54 -0.03 0.90  -0.745
C -0.79 1.38 1.40  -0.446
S 0.73 2.23 1.96  -0.132
C -0.09 3.72 1.89  0.351
C 0.50 4.89 2.62  -0.770
C 0.93 4.60 4.07  -0.247
F 0.06 5.26 4.91  -0.312
N -1.19 3.70 1.14  0.421
C -2.05 4.88 1.00  0.018
F -2.74 4.82 -0.15  -0.086
F -1.28 5.97 0.92  -0.348
C -3.07 5.01 2.16  0.364
F -2.45 4.71 3.32  -0.247
F -3.50 6.27 2.19  -0.237
C -1.40 2.37 0.42  -0.480
C -2.82 1.95 0.01  -1.085
C -2.91 1.49 -1.45  -0.764
C -3.24 2.57 -2.47  -0.720
Br -1.61 3.40 -3.15  -0.172
H -2.45 -4.64 1.90  0.405
H -2.89 -3.04 1.32  0.248
H -1.60 -3.20 2.53  0.310
H 0.78 -3.63 1.25  0.241
H 1.82 -2.38 -0.33  0.369
H 0.83 -3.44 -1.33  -0.085
H 0.42 -1.29 -2.19  0.411
H -1.00 -1.64 -1.21  0.295
H 1.37 -0.11 -0.09  0.360
H 0.13 0.72 -1.03  0.485
H -0.05 -0.59 1.71  0.676
H -1.51 -0.52 0.78  0.283
H -1.43 1.37 2.30  0.659
H 1.35 5.23 2.02  0.510
H -0.19 5.73 2.66  0.286
H 1.93 4.96 4.26  0.310
H 0.89 3.53 4.32  0.253
H -3.91 4.33 2.00  0.253
H -0.75 2.44 -0.45  0.477
H -3.54 2.75 0.19  0.595
H -3.13 1.12 0.65  0.617
H -3.64 0.67 -1.54  0.437
H -1.95 1.04 -1.73  0.264
H -3.75 2.17 -3.34  0.501
H -3.84 3.38 -2.06  0.204
Br 0.09 -2.52 -6.94  -0.164
C 0.62 -4.07 -5.90  -0.695
C 0.71 -3.77 -4.44  0.100
Br 2.29 -2.71 -4.00  -0.143
H 1.57 -4.41 -6.31  0.419
H -0.14 -4.83 -6.08  0.344
H 0.80 -4.68 -3.86  -0.232
H -0.15 -3.20 -4.08  0.362
Br 2.59 -0.70 2.40  0.015
C 4.50 -0.76 2.79  -0.366
C 5.30 -0.05 1.73  -0.635
Br 5.36 -1.05 0.07  -0.136
H 4.75 -1.81 2.86  0.182
H 4.62 -0.29 3.76  0.234
H 6.33 0.07 2.06  0.432
H 4.89 0.93 1.49  0.347
Br -2.48 9.36 -3.84  -0.123
C -3.91 8.21 -4.47  -0.586
C -4.88 7.88 -3.37  -0.643
Br -4.12 6.62 -2.10  -0.046
H -3.44 7.32 -4.87  0.360
H -4.41 8.76 -5.26  0.356
H -5.77 7.40 -3.77  0.341
H -5.17 8.75 -2.79  0.365
Br -0.03 -7.91 -5.43  -0.132
C 1.36 -8.28 -4.12  -0.645
C 0.81 -8.39 -2.73  -0.584
Br 0.27 -6.66 -2.03  -0.061
H 2.08 -7.47 -4.21  0.361
H 1.83 -9.21 -4.43  0.386
H 1.58 -8.77 -2.06  0.350
H -0.06 -9.03 -2.68  0.366
Br 3.86 -4.27 4.10  -0.123
C 5.23 -4.11 5.46  -0.621
C 4.69 -3.53 6.74  -0.556
Br 4.34 -1.62 6.58  -0.133
H 6.02 -3.50 5.04  0.365
H 5.61 -5.12 5.63  0.372
H 5.42 -3.63 7.54  0.352
H 3.75 -3.99 7.03  0.372

Going through the records in order, we get E values of -2255.0415, -30413.9193 hartree.